1.
Density functional theory data (ωB97M-V with the def2-TZVPD basis set) for C4H10N2O2 in the gas phase.

Structure (XYZ):
```
18
Properties=species:S:1:pos:R:3:lowdin_charge:R:1
C -0.16 -0.83 -0.68 -0.14
C 0.86 -0.95 0.53 -0.26
C -2.55 -0.54 0.07 -0.30
C 1.98 1.12 -0.04 -0.11
N -1.31 -0.07 -0.35 -0.16
N 1.38 0.24 0.98 -0.13
O -1.12 1.31 -0.33 0.03
O -3.33 0.16 0.63 0.04
H 0.31 -0.15 -1.35 0.09
H -0.44 -1.80 -1.06 0.12
H 0.36 -1.62 1.25 0.12
H 1.66 -1.68 0.11 0.14
H -2.74 -1.59 -0.17 0.14
H 2.95 0.70 -0.18 0.06
H 1.52 1.28 -0.97 0.04
H 2.08 2.09 0.58 0.12
H 0.62 0.81 1.37 0.11
H -2.07 1.52 -0.39 0.10
```

Results
- Multiplicity: 1
- SMILES: CNCCN(O)C=O
- Total energy: -418.3006 hartree
- Orbital gap: 0.34247 Eh
- ΔE to the lowest compared entry with this formula, charge and spin: 421.0 kJ/mol



2.
Density functional theory data (ωB97M-V with the def2-TZVPD basis set) for a molecular structure, C21H19N5RuS2.

Structure (XYZ):
```
48
Properties=species:S:1:pos:R:3:lowdin_charge:R:1
Ru -0.84 0.30 0.86 0.69
S -2.46 -0.37 2.49 0.61
C -3.58 0.95 2.38 -0.76
C -4.50 1.10 3.46 -0.30
N -5.24 1.19 4.34 0.14
C -3.61 1.78 1.30 -0.77
S -2.68 1.46 -0.15 0.55
C -4.49 2.91 1.28 -0.30
N -5.17 3.84 1.26 0.14
C 0.17 2.46 2.89 -0.09
C 0.45 1.06 3.44 -0.55
C 1.63 1.09 4.41 -0.10
C 0.71 0.11 2.28 -0.31
H -0.15 3.14 3.68 0.08
H -0.62 2.44 2.13 0.04
H 1.07 2.87 2.42 0.08
H -0.43 0.72 4.00 0.08
H 2.53 1.46 3.90 0.07
H 1.85 0.09 4.79 0.07
H 1.43 1.75 5.26 0.07
H 0.76 -0.93 2.63 0.04
H 1.67 0.35 1.81 0.05
N 5.45 1.24 -6.88 0.13
C 4.72 1.14 -6.00 -0.21
C 3.82 1.01 -4.89 -0.26
C 3.35 2.15 -4.23 -0.04
C 2.50 2.03 -3.15 -0.03
C 2.09 0.77 -2.69 -0.26
C 2.56 -0.36 -3.36 -0.04
C 3.41 -0.25 -4.44 -0.05
C 1.21 0.65 -1.58 -0.15
C 0.45 0.58 -0.62 -0.20
H 3.67 3.13 -4.57 0.11
H 2.14 2.91 -2.64 0.12
H 2.25 -1.34 -3.02 0.11
H 3.78 -1.13 -4.96 0.11
C -2.71 -4.40 -1.63 -0.01
N -1.86 -3.59 -0.79 -0.13
C -0.77 -4.01 -0.06 -0.06
C -0.25 -2.90 0.53 -0.11
N -1.00 -1.82 0.17 -0.05
C -1.95 -2.25 -0.62 -0.14
H -2.36 -5.43 -1.60 0.09
H -2.68 -4.05 -2.66 0.09
H -3.74 -4.37 -1.28 0.09
H -0.48 -5.05 -0.02 0.11
H 0.60 -2.80 1.19 0.10
H -2.71 -1.64 -1.07 0.13
```

Results
- Multiplicity: 2
- Total energy: -1976.6644 hartree
- Orbital gap (spin up / spin down): 0.24218 / 0.24011 Eh
- ΔE to the lowest compared entry with this formula, charge and spin: 81.0 kJ/mol
- Expectation value of S²: 0.761
- Charge: -1



3.
Density functional theory data (ωB97M-V with the def2-TZVPD basis set) for a molecular structure, C23H18BrN8O5RuS2.

Structure (XYZ):
```
58
Properties=species:S:1:pos:R:3:lowdin_charge:R:1
Ru 1.29 -0.13 2.14 1.37
Br -3.11 3.05 -5.06 0.74
C -3.37 1.38 -4.20 -0.70
C -3.15 0.20 -4.89 -0.12
C -3.32 -1.00 -4.25 -0.02
C -3.71 -1.05 -2.90 -0.28
C -3.96 0.15 -2.22 -0.01
C -3.79 1.36 -2.87 -0.15
N -3.75 -2.30 -2.30 0.06
N -4.02 -2.28 -1.02 0.07
C -3.10 -2.04 -0.09 -0.25
C -3.55 -1.78 1.23 0.00
C -2.73 -1.24 2.20 0.01
C -1.40 -0.94 1.92 -0.33
O -0.61 -0.31 2.76 -0.19
C -0.87 -1.36 0.66 -0.15
N 0.46 -1.16 0.49 -0.05
C 1.06 -1.56 -0.61 -0.11
C 0.35 -2.19 -1.64 -0.02
C -1.01 -2.36 -1.51 0.02
C -1.67 -1.93 -0.35 -0.06
H -2.83 0.23 -5.93 0.10
H -3.15 -1.94 -4.77 0.12
H -4.29 0.14 -1.20 0.11
H -4.00 2.29 -2.36 0.09
H -4.59 -1.95 1.43 0.12
H -3.12 -1.00 3.18 0.12
H 2.12 -1.38 -0.68 0.11
H 0.87 -2.53 -2.52 0.11
H -1.57 -2.85 -2.29 0.11
O 6.26 -3.38 2.15 0.13
C 6.45 -2.24 1.50 -0.51
O 7.51 -1.93 1.00 0.10
C 5.29 -1.31 1.41 -0.04
C 5.37 -0.08 0.80 0.03
N 4.15 0.49 0.88 0.04
N 3.29 -0.32 1.52 -0.08
C 3.96 -1.41 1.85 -0.13
C 3.20 -2.49 2.58 -0.56
O 3.82 -3.48 2.94 0.07
O 1.96 -2.24 2.72 -0.07
H 5.31 -3.46 2.48 0.05
H 6.20 0.41 0.33 0.14
H 3.84 1.39 0.56 0.09
S 2.49 2.45 5.87 0.61
C 2.09 1.59 4.60 -0.94
N 1.79 0.96 3.64 -0.13
C -1.41 4.96 0.52 -0.06
N -0.31 4.04 0.75 -0.04
C -0.05 2.96 0.01 -0.87
N -0.93 2.63 -0.95 0.13
S 1.34 2.02 0.29 0.61
H -1.35 5.74 1.27 0.09
H -2.37 4.46 0.63 0.09
H -1.34 5.42 -0.47 0.09
H 0.39 4.25 1.44 0.13
H -1.72 3.20 -1.18 0.09
H -0.72 1.83 -1.53 0.10
```

Results
- Multiplicity: 6
- Total energy: -5166.8032 hartree
- Orbital gap (spin up / spin down): 0.24732 / 0.22633 Eh
- ΔE to the lowest compared entry with this formula, charge and spin: 49.2 kJ/mol
- Expectation value of S²: 8.853



4.
Density functional theory data (ωB97M-V with the def2-TZVPD basis set) for a molecular structure, C32H48AsF6O24.

Structure (XYZ):
```
111
Properties=species:S:1:pos:R:3:lowdin_charge:R:1
As -0.07 -0.11 -0.06 0.98
F 1.29 -0.80 -1.01 -0.27
F 1.01 0.10 1.40 -0.27
F -1.49 0.55 0.82 -0.27
F -1.09 -0.31 -1.56 -0.28
F -0.48 -1.83 0.38 -0.27
F 0.44 1.52 -0.57 -0.26
C -1.55 2.50 4.21 0.02
C -2.99 1.98 4.44 -0.31
C -3.24 0.65 3.77 -0.08
O -3.89 -0.12 4.74 0.16
C -3.69 0.45 5.92 -0.56
O -4.13 0.04 6.92 0.24
O -3.09 1.66 5.79 0.11
H -1.30 3.16 5.04 0.10
H -1.43 2.96 3.24 0.09
H -0.96 1.60 4.41 0.09
H -3.78 2.69 4.19 0.17
H -2.42 0.04 3.40 0.11
H -3.93 0.87 2.96 0.16
C -3.04 -3.10 -1.73 0.01
C -4.06 -3.14 -0.50 -0.27
C -3.78 -2.16 0.61 -0.17
O -4.93 -1.44 0.71 0.07
C -5.79 -1.75 -0.33 -0.48
O -6.84 -1.16 -0.59 0.13
O -5.30 -2.76 -1.05 0.10
H -2.13 -3.64 -1.48 0.07
H -2.96 -2.08 -2.10 0.08
H -3.48 -3.66 -2.56 0.08
H -4.10 -4.14 -0.06 0.15
H -2.91 -1.51 0.44 0.10
H -3.63 -2.76 1.51 0.12
C -0.48 0.92 -5.49 -0.01
C 0.86 0.20 -5.09 -0.34
C 0.73 -1.08 -4.26 -0.12
O 1.21 -2.07 -5.11 0.06
C 1.78 -1.53 -6.22 -0.47
O 2.39 -2.12 -7.09 0.15
O 1.57 -0.15 -6.21 0.08
H -1.11 0.32 -6.14 0.08
H -0.39 1.84 -6.07 0.08
H -1.07 1.14 -4.60 0.07
H 1.46 0.93 -4.54 0.15
H -0.30 -1.26 -3.96 0.13
H 1.34 -0.91 -3.37 0.11
C 1.28 -3.65 -1.60 -0.02
C 1.55 -4.76 -2.63 -0.30
C 2.49 -5.94 -2.22 -0.03
O 1.54 -7.05 -2.09 0.07
C 0.36 -6.72 -2.62 -0.55
O -0.55 -7.52 -2.83 0.12
O 0.33 -5.39 -2.82 0.07
H 0.85 -3.99 -0.66 0.07
H 0.54 -2.96 -1.99 0.06
H 2.21 -3.12 -1.40 0.08
H 1.81 -4.30 -3.58 0.14
H 2.93 -5.83 -1.24 0.13
H 3.28 -6.03 -2.97 0.13
C 5.20 1.35 1.16 -0.01
C 4.17 0.21 1.38 -0.29
C 4.36 -1.03 0.46 -0.09
O 4.07 -2.07 1.39 0.03
C 4.37 -1.63 2.67 -0.57
O 4.42 -2.31 3.62 0.18
O 4.53 -0.32 2.63 0.09
H 5.04 1.76 0.16 0.08
H 6.23 1.02 1.22 0.09
H 5.16 2.15 1.90 0.09
H 3.15 0.57 1.44 0.12
H 5.37 -1.15 0.08 0.13
H 3.73 -1.08 -0.42 0.11
C -1.62 4.18 -1.27 -0.03
C -1.53 5.33 -2.21 -0.33
C -2.85 6.01 -2.54 -0.08
O -2.68 7.37 -2.15 0.09
C -1.42 7.56 -1.74 -0.54
O -0.91 8.66 -1.52 0.13
O -0.80 6.39 -1.62 0.07
H -0.89 3.39 -1.44 0.06
H -2.58 3.69 -1.42 0.09
H -1.59 4.51 -0.23 0.10
H -0.98 5.02 -3.10 0.16
H -3.66 5.44 -2.09 0.13
H -3.01 5.95 -3.62 0.14
C 1.00 -3.89 2.79 0.03
C 0.50 -2.57 3.49 -0.22
C -0.99 -2.21 3.12 -0.03
O -1.55 -2.07 4.44 0.14
C -0.67 -2.46 5.44 -0.45
O -0.97 -2.55 6.61 0.30
O 0.49 -2.75 4.90 0.14
H 1.12 -3.69 1.72 0.07
H 0.28 -4.70 2.91 0.09
H 1.99 -4.17 3.15 0.09
H 1.15 -1.71 3.33 0.15
H -1.54 -2.94 2.53 0.14
H -0.97 -1.24 2.62 0.11
C 1.24 3.35 1.61 -0.04
C 2.23 3.48 0.49 -0.31
C 1.83 4.38 -0.68 -0.13
O 2.85 5.29 -0.76 0.10
C 3.76 5.08 0.18 -0.54
O 4.78 5.76 0.26 0.13
O 3.38 4.14 1.05 0.09
H 0.37 2.85 1.21 0.05
H 0.86 4.31 1.96 0.10
H 1.63 2.73 2.42 0.09
H 2.47 2.50 0.08 0.12
H 0.90 4.89 -0.43 0.11
H 1.74 3.91 -1.66 0.14
```

Results
- Multiplicity: 2
- Total energy: -5888.8926 hartree
- Orbital gap (spin up / spin down): 0.35949 / 0.08135 Eh
- Expectation value of S²: 0.762